Record 1
The following is a quantum chemistry calculation of a cluster of 3 separate species, C18H26N5O3PS in total in a non-equilibrium geometry, from the Open Molecules 2025 dataset.

Structure (XYZ):
```
54
C18H26N5O3PS | the Open Molecules 2025 dataset | ωB97M-V/def2-TZVPD
S -0.96 0.49 -5.71
P 0.71 -0.34 -5.05
O 3.35 -2.60 1.85
O 3.95 -2.87 -3.78
O 2.02 -2.65 0.18
N -3.33 0.12 -0.19
N -0.31 0.25 4.10
N -1.53 3.57 -2.36
N 2.54 -1.93 1.23
N 1.62 -2.82 -4.59
C -1.96 0.07 0.43
C -1.96 4.41 -1.51
C -4.34 3.84 0.22
C 0.66 0.24 4.90
C -3.41 -0.47 -1.57
C 2.86 -2.29 -0.97
C 2.69 -2.48 -3.55
C 0.40 -2.01 -4.16
C -3.14 4.68 0.66
C -2.47 5.41 -0.50
C 2.74 -0.96 5.56
C -2.22 -1.20 -2.43
C -0.72 -1.29 -1.69
C 0.48 -2.06 -2.50
C -0.59 -0.60 -0.19
C 2.05 -1.65 -2.25
C 2.04 -2.31 5.69
C 1.83 0.23 5.87
H -1.86 0.53 1.52
H 1.21 -2.40 4.97
H 1.45 0.16 6.90
H -0.59 -2.47 -4.61
H 2.74 -3.12 5.48
H 3.14 -0.86 4.54
H 1.41 -3.83 -4.74
H 3.61 -1.44 -0.59
H -4.47 -0.42 -2.11
H 2.42 -0.56 -2.50
H 0.43 -3.21 -2.31
H 1.41 0.61 -4.20
H 3.53 -3.22 -1.22
H -3.48 5.41 1.40
H -2.40 -1.65 -3.51
H 1.64 -2.44 6.70
H -4.80 3.36 1.09
H 1.55 -0.52 -6.24
H -3.18 6.09 -0.99
H -4.04 3.05 -0.47
H 2.38 1.16 5.78
H 0.43 -0.59 0.38
H 3.60 -0.94 6.24
H -1.63 6.01 -0.13
H -5.09 4.46 -0.27
H -2.42 4.03 1.16
```

Properties
max |F| = 10.0 eV Å⁻¹
multiplicity = 1
SMILES = O=NOC[C@H]1C(=O)N[C@H]([PH2]=S)[C@@H]1c1ccncc1.CCCC#N.CCCC#N
Kohn-Sham gap = 7.37 eV
LUMO = -1.0 eV

***

Record 2
The following is a quantum chemistry calculation of a structure of composition C18H27AsNO4Si2Tl, from the Open Molecules 2025 dataset.

Structure (XYZ):
```
54
C18H27AsNO4Si2Tl | the Open Molecules 2025 dataset | ωB97M-V/def2-TZVPD
Tl 0.52 0.24 -1.02
As -1.12 -1.57 -0.14
Si -0.70 -1.70 2.18
Si 0.21 -3.37 -0.89
O -2.91 2.19 -3.00
O -1.45 0.61 -2.32
O 1.31 3.32 2.44
O 1.40 1.39 1.33
N -0.69 2.21 -0.27
C -0.95 4.14 1.10
C -0.30 2.97 0.75
C 1.19 3.54 -2.53
C -0.97 -0.03 2.94
C 0.94 -2.35 2.75
C 0.92 2.34 -3.11
C 1.81 1.34 -2.52
C 2.04 -3.19 -0.58
C -2.08 1.71 -2.24
C -2.44 3.73 -0.74
C -0.44 -4.91 -0.08
C -2.04 -2.84 2.78
C -2.06 4.51 0.34
C -1.72 2.58 -1.02
C 2.27 3.38 -1.58
C 0.89 2.47 1.50
C -0.07 -3.46 -2.73
C 2.68 2.09 -1.58
H -3.26 3.98 -1.39
H 1.77 -1.71 2.41
H -0.08 0.58 2.85
H 0.19 2.14 -3.88
H 2.57 -4.04 -1.03
H 2.70 4.18 -0.99
H 3.51 1.66 -1.05
H -1.93 -3.85 2.38
H 1.13 -3.37 2.41
H 0.17 -2.50 -3.21
H 0.69 4.47 -2.75
H -1.80 0.50 2.45
H 0.55 -4.24 -3.18
H -0.16 -4.97 0.97
H -2.03 -2.90 3.88
H 2.16 0.48 -3.08
H -3.03 -2.47 2.48
H 0.96 -2.35 3.85
H -0.61 4.72 1.93
H -2.61 5.41 0.59
H -1.21 -0.14 4.00
H -0.07 -5.80 -0.59
H -1.11 -3.67 -2.95
H 2.28 -3.16 0.48
H -1.53 -4.93 -0.14
H 2.08 2.91 2.87
H 2.42 -2.28 -1.05
```

Properties
max |F| = 1.0 eV Å⁻¹
energy relative to the best compared isomer or geometry (same formula, charge and spin) = 43.0 kJ/mol
multiplicity = 1
Kohn-Sham gap = 7.80 eV
LUMO = -0.5 eV

***

Record 3
The following is a quantum chemistry calculation of a structure of composition C18H27Cl2N3O3P2Yb in a non-equilibrium geometry, from the Open Molecules 2025 dataset.

Structure (XYZ):
```
56
C18H27Cl2N3O3P2Yb | the Open Molecules 2025 dataset | ωB97M-V/def2-TZVPD
Yb -1.02 1.65 -1.28
Cl -1.17 2.27 -4.06
Cl 1.56 2.93 -3.30
P -1.71 0.63 1.38
P 1.37 0.05 -0.97
O -1.83 4.50 -2.12
O -2.65 0.61 -1.90
O -0.12 3.51 -1.03
N 3.05 -0.15 1.25
N 4.10 -0.28 -0.94
N 2.78 -2.16 -0.12
C 3.05 0.39 -1.70
C -0.74 4.01 -2.08
C 3.93 -1.73 -0.91
C -0.72 -1.81 2.38
C -1.44 -1.16 1.39
C -4.69 1.76 -1.69
C -0.54 -3.19 2.33
C -1.16 1.24 2.99
C -1.80 -3.29 0.28
C -3.52 0.72 1.56
C 2.90 -1.61 1.23
C -0.07 3.61 -3.45
C 4.19 0.22 0.43
C -3.26 1.64 -1.42
C -1.97 -1.91 0.33
C 1.83 0.50 0.80
C 1.52 -1.79 -0.76
C -1.08 -3.93 1.29
H -2.22 -3.85 -0.53
H 3.22 1.46 -1.70
H 3.79 -2.05 1.69
H 5.09 -0.19 0.88
H -2.52 -1.43 -0.47
H 2.03 -1.90 1.81
H -0.94 -5.00 1.25
H -4.01 0.26 0.71
H -3.83 1.76 1.63
H -0.30 -1.26 3.21
H 0.02 -3.69 3.11
H 1.45 -2.26 -1.74
H 4.28 1.31 0.40
H 0.68 -2.14 -0.16
H -5.19 0.79 -1.76
H -0.05 4.42 -4.17
H -0.08 1.19 3.11
H -3.82 0.18 2.46
H 4.83 -2.17 -0.47
H -4.75 2.23 -2.68
H -1.65 0.67 3.78
H 1.01 0.19 1.45
H 3.06 0.04 -2.73
H 3.83 -2.10 -1.93
H -1.46 2.29 3.07
H 1.93 1.58 0.88
H -5.18 2.43 -0.99
```

Properties
max |F| = 2.3 eV Å⁻¹
<S²> = 0.751
energy relative to the best compared isomer or geometry (same formula, charge and spin) = 89.7 kJ/mol
multiplicity = 2
charge = +1
Kohn-Sham gap (spin up / spin down) = 8.41 / 8.29 eV
LUMO (spin up / spin down) = -2.9 / -3.0 eV

***

Record 4
The following is a quantum chemistry calculation of a structure of composition C18H27ClN2OTc in a non-equilibrium geometry, from the Open Molecules 2025 dataset.

Structure (XYZ):
```
50
C18H27ClN2OTc | the Open Molecules 2025 dataset | ωB97M-V/def2-TZVPD
Tc -0.53 -3.51 1.41
Cl -0.48 -3.15 -1.01
O 0.92 -4.08 1.67
N 1.32 0.63 -1.86
N -0.82 0.48 -2.11
C -2.30 -0.76 -0.54
C 2.48 -0.14 0.24
C -0.33 1.82 5.46
C -0.33 1.11 -3.26
C -3.10 1.17 -1.84
C 3.66 1.15 -1.58
C -0.81 -1.37 3.32
C 2.62 0.08 -1.27
C -0.41 0.41 1.83
C -0.71 -0.48 4.43
C -2.22 -0.06 -1.87
C -0.34 1.33 2.94
C -0.57 -0.98 2.03
C 1.02 1.18 -3.13
C -0.45 0.88 4.26
C 2.98 -1.28 -1.91
C 0.16 0.67 -1.24
C -2.60 -0.97 -3.02
H -2.50 -0.49 -4.00
H 2.20 -2.02 -1.67
H 1.79 1.62 -3.74
H 3.49 -0.32 0.67
H 3.78 1.25 -2.67
H -0.84 -0.88 5.44
H 1.85 -1.02 0.46
H 4.63 0.90 -1.12
H -1.07 -2.42 3.51
H 3.30 2.09 -1.13
H -0.90 1.42 -4.10
H -4.14 0.90 -1.64
H -2.03 -1.90 -3.02
H -0.61 1.32 6.40
H -0.30 0.86 0.83
H -1.49 -1.46 -0.35
H 2.07 0.73 0.75
H -3.66 -1.25 -2.91
H 0.69 2.20 5.60
H -3.05 1.71 -2.78
H -2.77 1.82 -1.02
H -3.18 -1.38 -0.44
H 3.13 -1.21 -2.99
H -0.21 2.42 2.82
H -2.26 -0.08 0.30
H 3.93 -1.65 -1.49
H -0.98 2.70 5.36
```

Properties
max |F| = 7.0 eV Å⁻¹
<S²> = 3.758
multiplicity = 4
charge = -2
Kohn-Sham gap (spin up / spin down) = 1.73 / 6.12 eV
LUMO (spin up / spin down) = 4.9 / 4.7 eV

***

What is the formula in the first record?
C18H26N5O3PS

***

Look up the max |F| of the second one.
1.0 eV Å⁻¹

***

Number 1 is which compound?
C18H26N5O3PS

***

Which of these has the highest max |F|?
C18H26N5O3PS